No. 1
Formula: C29H69N3O7
Source: the OMol25 dataset
Level of theory: wB97M-V/def2-TZVPD

## Properties
Strongest force on any atom   0.0360 Eh/bohr
SMILES   CC1(C)CCCC(C)(C)N1O.CC1(C)CCCC(C)(C)N1O.CC1(C)CCCC(C)(C)N1O.CO.CO.O.O
HOMO-LUMO gap   8.52 eV
Highest occupied orbital energy   -8.2071 eV
Electronic energy   -49990.3857 eV
LUMO level   0.3 eV
Energy above the lowest of the compared OMol25 structures with the same formula, charge and spin   1.7276 eV

Each line ends with the Mulliken charge.
Positions of all 108 atoms, in Å:
H (-1.5348, 2.3685, 5.0640)  0.3169
C (5.2594, -0.4702, -2.1636)  -1.6716
H (-2.4399, -1.3950, 1.7108)  -0.0755
H (6.3286, -0.3157, -2.3259)  0.4888
C (-2.8184, -2.4174, 1.7281)  -1.3793
C (2.3167, 0.9781, -1.8517)  2.1752
C (-1.1655, 1.5274, 0.2332)  -0.7150
C (5.0116, 2.0411, -2.2714)  -1.2785
O (-4.2984, 0.2313, -1.7117)  -0.5710
H (-5.0007, 0.3412, -2.3640)  0.2581
H (-2.5624, 0.0229, -2.1775)  0.2311
O (-1.6978, -0.0956, -2.6234)  -0.5472
H (0.9273, 3.2201, 3.6130)  0.5644
H (-3.0757, -1.5227, 4.1540)  0.2405
H (-1.7396, 0.4745, -4.2668)  0.4984
C (-2.4834, 3.6431, 0.3966)  -1.1531
H (-0.2920, -3.4282, 0.1427)  0.3398
H (-2.3308, 3.5843, -0.6830)  0.3458
H (4.7914, 1.5812, -4.9072)  0.4268
C (1.5618, -3.1673, 3.0246)  -2.1754
H (0.6194, -5.3262, 1.4758)  0.4403
H (6.0893, 2.1287, -2.1086)  0.4535
H (1.2718, -2.3443, -5.7208)  0.3689
H (2.3197, 2.2254, -0.1775)  -0.4071
C (0.3315, -1.8154, -5.5705)  0.2150
H (-2.3879, 1.4886, -5.2528)  0.2596
H (-4.5411, 0.8092, -0.9760)  0.2788
O (-2.3439, 1.0444, 3.0584)  -0.3131
H (-1.4034, -1.9132, -1.6005)  0.4981
H (-0.8473, 4.0484, 5.0203)  0.4005
C (-1.2641, 4.5343, 2.4306)  -1.2705
O (2.7491, -0.5466, -3.6412)  -0.5013
H (-0.3227, 5.0435, 2.6601)  0.4755
H (4.9166, -0.2057, -4.8371)  0.4250
H (-3.9667, -3.0336, 4.3253)  0.4009
H (2.3125, -3.8762, 2.6649)  0.4725
H (5.0117, -1.4464, -2.5777)  0.3077
C (0.2415, -3.3752, 2.2873)  1.9741
C (-2.4049, -4.6156, 2.9274)  -1.3372
H (-2.0950, 5.0763, 2.8936)  0.4001
H (-1.4034, 1.3026, -0.8098)  0.8409
H (0.3044, 1.5727, 3.2912)  0.1727
N (-0.8004, -2.7756, 3.1379)  -0.1008
H (-0.3956, -2.5210, -5.1408)  0.2887
C (4.3525, 2.2605, -0.9120)  -0.8534
N (-2.1380, 2.2846, 2.4164)  0.0935
H (4.6105, 1.4570, -0.2178)  0.3639
H (-0.2632, 2.1353, 0.2223)  -0.3157
H (-0.0524, -1.2110, -2.4732)  0.3297
H (4.7146, 2.8280, -2.9691)  0.3898
H (2.0075, -2.1740, 2.9446)  0.3106
H (3.0078, -0.5240, -0.3346)  0.4325
O (-1.7960, 0.7319, -5.2204)  -0.6848
H (1.4189, -3.3638, 4.0883)  0.5030
O (-0.1486, -1.2139, -6.7514)  -0.5567
C (2.1128, -0.1782, -0.8526)  -1.3009
H (-4.5246, 1.8363, 1.1137)  0.6565
C (-1.4472, -5.2679, 1.9302)  -0.6513
H (4.5708, 3.2033, -0.4104)  0.4731
H (-1.7684, -5.1369, 0.8925)  0.3579
H (-3.8262, 1.5852, -0.3991)  0.1532
C (-2.2147, -3.0890, 2.9675)  1.9153
C (0.2732, 2.6226, 2.9763)  -1.6748
C (0.9299, 1.3545, -2.4249)  -0.8506
H (-0.8523, -0.6249, -6.4506)  0.3592
H (-1.4944, 0.5835, 2.9259)  0.2090
C (0.2709, -2.8324, 0.8555)  -1.2098
H (0.5257, 0.5727, -3.0695)  -0.5704
C (-1.4541, 4.6609, 0.9188)  -0.7157
C (-2.3327, 2.2420, 0.9708)  1.8529
H (0.2110, 1.5759, -1.6346)  0.0764
H (0.4847, -1.0829, -4.7655)  -0.6039
C (4.6212, 0.7108, -2.9166)  1.4020
H (-2.4493, -2.9170, 5.1196)  0.4953
H (-0.2895, -1.3770, 4.2825)  0.2743
H (-3.9028, -2.5099, 1.7089)  0.6404
C (-1.5242, 3.3334, 4.5536)  -2.0117
H (2.5865, 3.1309, -1.7319)  0.5931
C (-1.1739, 3.1387, 3.0884)  1.7823
H (4.9578, -0.4538, -1.1197)  0.3269
N (3.1590, 0.6491, -2.9920)  0.3489
H (1.3217, -2.7743, 0.5515)  0.6095
H (-2.4367, -2.9166, 0.8328)  0.1515
H (1.6000, -1.0407, -1.2775)  0.2601
H (0.1956, -5.3357, 3.2467)  0.3622
H (1.4480, 0.1926, -0.0634)  -0.0181
C (-0.0033, -4.9041, 2.2659)  -1.2815
H (-0.0204, -1.7805, 0.8341)  -0.3980
H (-2.2424, -5.1163, 3.8844)  0.3608
H (-3.5436, 0.4103, 0.9763)  0.2820
H (0.7182, 2.6129, 1.9833)  0.3443
H (-1.7069, 5.6786, 0.6315)  0.5394
H (-1.6139, -6.3468, 2.0531)  0.4161
H (2.4556, -0.1894, -4.4877)  0.3848
C (-2.9675, -2.6094, 4.2079)  -2.0574
C (2.8281, 2.2472, -1.1437)  -0.7134
H (-2.5279, 3.7363, 4.7048)  0.4383
H (-3.4814, 4.0205, 0.6320)  0.4726
C (-0.8987, -0.9735, -1.8246)  -0.1544
H (-0.5362, -0.4369, -0.9479)  -0.2748
H (-0.4673, 4.4491, 0.4875)  0.0762
O (-0.5785, -1.4094, 3.3637)  -0.1582
C (-3.6014, 1.4521, 0.6660)  -2.2109
H (1.0403, 2.2312, -3.0649)  0.6249
C (5.1912, 0.7349, -4.3541)  -2.0107
H (6.2798, 0.6908, -4.3197)  0.4238
H (-0.9275, 0.5762, 0.7199)  -0.3024
H (-3.4363, -4.8206, 2.6322)  0.4312

Atomic forces in eV per Å
H 0.354 0.129 0.177
C 0.088 0.436 -0.438
H -0.506 0.157 -0.069
H 0.116 -0.292 0.643
C 0.724 -0.608 -0.251
C -0.808 -0.201 -0.234
C -0.290 0.084 0.348
C 0.127 0.458 0.825
O -0.741 -0.398 -0.834
H 0.138 -0.213 -0.118
H 0.192 -0.071 -0.386
O -0.701 -0.265 0.735
H 0.027 -0.180 0.110
H 0.031 -0.041 0.356
H -0.014 0.079 -0.557
C 0.376 0.923 0.243
H -0.105 0.079 -0.019
H -0.463 -0.087 -0.088
H 0.200 0.051 -0.112
C 0.544 0.027 0.065
H 0.419 -0.099 0.350
H 0.084 -0.302 -0.473
H -0.038 0.076 -0.338
H -0.178 0.554 -0.038
C -0.395 -0.030 0.826
H 0.077 -0.040 -0.055
H -0.429 -0.864 -0.489
O 1.013 0.176 -0.524
H -0.224 0.131 0.252
H 0.237 -0.232 0.034
C -0.248 0.798 0.027
O -0.075 0.276 0.240
H -0.228 0.198 0.326
H -0.192 0.164 -0.200
H -0.038 -0.066 -0.521
H -0.056 0.029 -0.091
H -0.245 0.101 -0.154
C -0.465 -0.248 0.336
C 0.517 0.087 -1.023
H 0.140 -0.038 0.214
H -0.309 0.224 0.293
H 0.186 0.106 0.283
N 0.112 -1.486 0.752
H 0.090 -0.137 -0.231
C -1.330 -0.368 -0.248
N -1.540 0.862 0.556
H 0.158 0.035 -0.004
H -0.013 0.070 0.129
H -0.003 -0.196 0.338
H -0.003 0.150 0.115
H -0.268 0.098 -0.214
H 0.169 0.077 -0.207
O 0.019 -0.150 0.442
H -0.065 -0.093 -0.004
O 0.198 -0.149 0.150
C -0.160 0.195 0.562
H 0.395 0.325 0.615
C -0.772 -0.884 0.342
H 0.474 0.046 -0.243
H 0.338 0.611 -0.009
H 1.367 0.668 1.014
C -0.899 -0.302 0.484
C 0.081 -0.521 0.267
C 0.351 -0.017 -0.357
H -0.091 0.250 -0.175
H -0.367 -0.522 0.237
C 1.062 0.629 0.274
H 0.143 0.144 0.228
C 0.710 -1.528 0.256
C 0.703 -0.733 -0.132
H 0.366 -0.065 -0.384
H 0.135 0.087 -0.202
C 0.299 -0.392 -0.182
H 0.237 0.234 -0.069
H -0.037 0.062 -0.036
H -0.048 0.362 0.105
C -0.530 -0.449 0.320
H -0.289 0.042 0.072
C 0.328 0.651 -1.392
H 0.416 -0.076 0.107
N 0.556 0.987 -0.504
H -0.091 -0.381 -0.299
H -0.099 0.103 -0.044
H 0.391 0.110 -0.202
H 0.389 0.012 -0.030
H 0.020 -0.035 0.011
C -0.932 0.347 -0.709
H -0.390 -0.120 0.018
H 0.033 0.462 0.254
H 0.162 -0.038 -0.390
H -0.284 0.321 -0.204
H -0.106 0.036 0.075
H 0.430 -0.014 0.022
H -0.101 -0.353 -0.062
C 0.001 0.537 0.304
C 0.820 -0.895 0.302
H -0.055 -0.003 -0.394
H -0.085 -0.063 -0.142
C 0.218 0.100 -1.133
H -0.108 -0.589 -0.089
H -0.170 0.008 -0.346
O 0.051 0.558 -0.336
C -0.843 0.524 0.182
H 0.037 0.112 0.073
C -0.390 -1.002 0.535
H 0.037 0.532 -0.025
H -0.024 0.068 0.119
H -0.044 0.074 0.067



No. 2
Formula: C8H17N2
Source: the OMol25 dataset
Level of theory: wB97M-V/def2-TZVPD

## Properties
Net charge   +1
Strongest force on any atom   0.1239 Eh/bohr
HOMO-LUMO gap   9.76 eV
Highest occupied orbital energy   -12.4048 eV
Electronic energy   -11541.1130 eV
LUMO level   -2.6 eV
Energy above the lowest of the compared OMol25 structures with the same formula, charge and spin   5.0819 eV

Each line ends with the Mulliken charge.
Positions of all 27 atoms, in Å:
C (0.4490, 1.3647, 1.2724)  -2.2560
H (1.0278, 2.1247, -1.1035)  0.4349
H (2.8091, 0.1167, -0.9293)  0.3863
C (2.6690, -0.2717, 0.0879)  -0.9276
C (0.2260, 0.4618, 0.0155)  0.9871
H (1.3317, 1.7609, 1.0010)  0.7051
H (-0.2184, 2.0898, 1.4291)  0.5865
H (-2.7123, -0.5961, 1.3457)  0.4277
C (-0.4704, -2.0997, -0.0781)  -0.7785
H (-1.3171, -0.3637, -2.0730)  0.4861
H (-2.5610, -1.0527, -1.1243)  0.5441
C (0.8322, -1.8402, 0.0069)  0.1783
N (1.2999, -0.6154, 0.0650)  0.2010
H (-2.3997, 0.6938, -1.2975)  0.4806
H (2.9011, 0.3074, 0.8639)  0.3359
H (0.4212, 0.7474, 2.2512)  0.3582
H (-0.7397, 1.7627, -1.4064)  0.2317
H (-1.2275, -2.6331, -0.5747)  0.3664
H (0.7772, 0.9122, -2.1039)  0.4548
H (-1.3017, -0.6022, 1.9469)  0.5121
N (-1.1281, -0.3202, 0.0010)  0.1982
H (-2.0349, 0.9383, 1.5574)  0.3553
C (-1.8198, -0.0490, 1.2373)  -1.1546
H (3.3134, -1.2393, -0.0213)  0.2778
C (0.3150, 1.3006, -1.2030)  -1.5500
H (1.4767, -2.6046, 0.0964)  0.5405
C (-1.9186, -0.2928, -1.2626)  -1.3819

Atomic forces in eV per Å
C -0.857 -5.783 0.982
H -0.387 0.274 0.716
H 0.798 0.975 0.513
C 0.825 -4.046 -4.854
C -0.101 -1.052 0.791
H 3.323 1.590 0.105
H -2.716 2.941 0.020
H -1.669 -0.578 -0.864
C -1.066 3.878 1.031
H 1.834 -0.646 -2.389
H -2.614 -2.431 -0.151
C -2.488 1.063 -0.357
N -2.467 0.887 0.783
H -0.450 -0.485 -0.179
H 1.407 2.330 2.873
H 0.700 0.955 -1.695
H 2.288 -0.611 0.112
H -0.321 -0.962 -0.169
H -0.714 -1.065 -0.261
H 1.500 -0.257 1.753
N 3.200 -1.905 -0.995
H 0.248 1.129 -0.349
C -0.869 -1.520 0.026
H -1.154 1.673 0.884
C -0.935 2.363 -1.370
H 2.425 -2.700 -0.053
C 0.260 3.983 3.097